# C6H5Cl2N3O4

C6H5Cl2N3O4 in the gas phase (the ωB97M-V functional and the def2-TZVPD basis, the OMol25 dataset).

Strongest force on any atom ... 4.3 eV/Å
Orbital gap (alpha / beta) ... 6.67 / 6.67 eV
Relative energy (zero: lowest compared OMol25 entry of this formula, charge and spin) ... 77.5 kcal per mole
LUMO energy (alpha / beta) ... -1.73 / -1.73 eV
Energy ... -44000.6274 eV
HOMO energy (alpha / beta) ... -0.30870 / -0.30874 Ha

Last columns: bonded neighbours and bond lengths (Å).
Atoms and positions in Å:
1 C -1.4061 0.4333 -2.0404  C2 1.303, C3 1.560, N8 1.482
2 C -1.0073 -0.2335 -0.9941  C1 1.303, C4 1.547, N9 1.440
3 C -0.8919 1.8947 -2.2261  C1 1.560, N7 1.185, Cl14 1.834
4 C -1.5061 -1.6093 -0.4931  C2 1.547, O10 1.219, O12 1.335
5 C 1.3271 0.4581 -0.9923  N9 1.354, Cl15 1.701, H16 1.073
6 C 0.1049 0.6070 1.0265  N9 1.428, H17 1.139, H18 1.129, H19 1.056
7 N 0.1690 2.3993 -2.0681  C3 1.185
8 N -2.3525 0.0057 -3.0977  C1 1.482, O11 1.192, O13 1.233
9 N 0.2118 0.1103 -0.3081  C2 1.440, C5 1.354, C6 1.428
10 O -1.6269 -1.7335 0.7133  C4 1.219
11 O -3.4073 0.5143 -3.3180  N8 1.192
12 O -1.6819 -2.5732 -1.4005  C4 1.335, H20 1.008
13 O -1.8928 -1.0196 -3.6063  N8 1.233
14 Cl -2.3802 2.9648 -2.2849  C3 1.834
15 Cl 1.7545 -0.2973 -2.4557  C5 1.701
16 H 2.1519 0.6849 -0.3448  C5 1.073
17 H -0.5412 1.5448 1.0225  C6 1.139
18 H -0.6860 0.0644 1.6227  C6 1.129
19 H 1.0813 0.7783 1.3909  C6 1.056
20 H -1.4494 -2.2439 -2.3247  O12 1.008